This record from the Open Molecules 2025 dataset describes a 2-piece molecular cluster, CH4NO2PS overall. The level of theory is ωB97M-V/def2-TZVPD.

```
10
Properties=species:S:1:pos:R:3:forces:R:3:nbo_charge:R:1
N -1.3846 -0.5513 1.0927 2.29 -0.55 0.80 -1.1335
P -0.4639 -1.7475 1.8309 0.78 2.03 -0.81 0.8975
S 1.3359 -0.9259 1.7727 -0.76 -1.08 0.49 -0.5492
H -0.9321 0.2649 0.6922 0.00 -0.09 0.10 0.4244
H -2.3135 -0.6530 0.8518 -2.23 -0.45 -0.38 0.3930
O 1.3447 -0.1842 -2.0344 0.15 0.24 0.25 -0.5643
C 0.6490 0.7236 -1.6720 1.20 -1.53 1.30 0.6424
O 0.5571 1.1723 -0.3964 0.48 0.13 -0.32 -0.7405
H -0.0023 1.1927 -2.3509 -1.15 1.19 -0.63 0.1162
H 1.2097 0.7085 0.2132 -0.75 0.11 -0.81 0.5138
```
Forces are in eV/Å.

The SMILES is NP=S.O=CO. As for the spin multiplicity: 1. As for the HOMO energy: -9.369 eV.


This record from the Open Molecules 2025 dataset describes an isolated ion of composition CH4NO2S and charge -1. The level of theory is ωB97M-V/def2-TZVPD.

```
9
Properties=species:S:1:pos:R:3:forces:R:3:nbo_charge:R:1
C -1.0910 0.1131 -0.7691 3.37 1.00 0.77 -0.8576
S 0.6785 0.2616 0.5737 -2.19 0.32 0.39 2.1977
N 1.5801 -0.9838 0.5119 1.29 2.58 -2.03 -1.2205
O 0.1378 0.5525 1.9426 0.32 -0.26 -1.93 -1.0194
O 1.2840 1.3881 -0.1338 0.01 -0.35 0.47 -1.0107
H -0.9170 -0.7307 -1.4104 0.12 -0.45 -0.21 0.1813
H -2.0530 0.1081 -0.3315 -0.84 0.08 0.73 0.1803
H -0.8066 1.0525 -1.2812 -0.57 -0.55 0.23 0.2111
H 1.1871 -1.7614 0.8978 -1.51 -2.37 1.57 0.3378
```
Forces are in eV/Å.

The SMILES is C[S@](=N)(=O)[O-]. As for the spin multiplicity: 1. Its charge is -1. As for the HOMO energy: -4.157 eV.


This record from the Open Molecules 2025 dataset describes a 2-piece molecular cluster, CH4NO2SSi overall. The level of theory is ωB97M-V/def2-TZVPD.

```
10
Properties=species:S:1:pos:R:3:forces:R:3:nbo_charge:R:1
C 1.6264 2.2887 -1.7716 -0.32 0.67 1.10 0.4460
N -1.0449 0.2436 0.7569 1.27 1.18 -1.79 -1.0688
O 1.3782 3.4486 -1.9984 0.01 -0.38 -0.41 -0.6429
O 2.7792 1.6271 -1.9550 0.24 -0.06 -0.66 -0.8047
Si 1.7424 0.6323 -0.9374 1.42 1.32 0.81 1.1171
S 2.5240 0.2218 0.8671 -0.44 -0.22 -0.18 -0.8902
H -0.7584 0.2997 -0.2863 -0.78 -1.05 1.92 0.3463
H -0.5546 1.1214 0.9707 -0.60 0.22 0.55 0.3597
H 1.1573 -0.2933 -1.8247 -0.66 -1.35 -0.67 -0.2367
H -0.3751 -0.3678 1.2356 -0.15 -0.33 -0.68 0.3743
```
Forces are in eV/Å.

As for the spin multiplicity: 1. Its charge is -1. As for the HOMO energy: -4.278 eV.


This record from the Open Molecules 2025 dataset describes an isolated ion of composition CH4NO2Si and charge -1. The level of theory is ωB97M-V/def2-TZVPD.

```
9
Properties=species:S:1:pos:R:3:forces:R:3:nbo_charge:R:1
N 0.2648 0.8978 0.5820 1.93 -1.33 0.30 -1.3029
Si 0.2452 -0.6648 -0.3009 -1.45 -0.05 1.34 1.0978
C 0.8492 -2.3488 0.4997 0.64 -1.64 -1.27 0.4634
O 1.4136 -3.1518 -0.3425 -0.95 1.95 1.08 -0.7892
O 0.5297 -2.6066 1.6639 -0.09 0.28 0.77 -0.7568
H 1.1128 1.1181 1.1602 -1.61 -0.07 -0.92 0.3856
H -0.4063 1.6314 0.4708 0.04 0.12 0.04 0.3828
H 0.8593 -0.8056 -1.5441 1.29 0.68 -1.84 -0.2415
H -1.1936 -0.7632 -0.7914 0.21 0.07 0.50 -0.2393
```
Forces are in eV/Å.

The SMILES is N[SiH2]C(=O)[O-]. As for the spin multiplicity: 1. Its charge is -1. As for the HOMO energy: -3.543 eV.


This record from the Open Molecules 2025 dataset describes a 2-piece molecular cluster, CH4NO3 overall. The level of theory is ωB97M-V/def2-TZVPD.

```
9
Properties=species:S:1:pos:R:3:forces:R:3:nbo_charge:R:1
C 0.1784 -1.0001 -0.9857 1.83 -2.09 -1.05 -0.5515
N -0.1944 -0.2928 0.1473 -1.28 2.44 3.19 0.4289
O -0.8338 -0.4116 1.1203 1.73 -0.83 -3.23 0.0105
O 0.0455 1.6228 1.6020 1.75 -0.28 1.93 -0.2191
O 0.5620 1.6687 0.4512 0.25 -1.22 -1.45 -0.0744
H 0.3104 -2.0424 -0.7847 -0.89 -1.11 0.49 0.2846
H 1.2152 -0.8168 -1.3372 -0.70 1.29 0.32 0.3126
H -0.5418 -0.8497 -1.7735 -0.45 0.33 -0.29 0.3236
H -0.7415 2.1220 1.5605 -2.25 1.48 0.10 0.4846
```
Forces are in eV/Å.

As for the spin multiplicity: 1. Its charge is +1. As for the HOMO energy (alpha / beta): -16.380 / -16.274 eV.


This record from the Open Molecules 2025 dataset describes CH4NO3P as an isolated structure. The level of theory is ωB97M-V/def2-TZVPD.

```
10
Properties=species:S:1:pos:R:3:forces:R:3:nbo_charge:R:1
C 0.0585 0.9659 1.3170 2.61 2.61 3.81 -0.1634
N -0.2983 -1.2014 -0.9949 -0.61 0.34 0.25 -1.1706
O -2.6781 -0.5573 -0.0023 -0.58 -0.60 0.17 -1.0108
O -0.8416 1.2810 -0.4062 -1.26 -1.57 -2.00 -0.8589
O -0.4961 -0.2026 1.4585 -1.73 -1.40 -1.34 -0.4622
P -1.2858 -0.1786 -0.1499 0.93 1.07 -0.57 2.3687
H 1.0885 1.0298 0.9671 0.11 -0.03 -0.40 0.2507
H -0.3208 1.8005 1.9069 0.31 -0.25 0.23 0.2080
H -0.7219 -2.0733 -1.2638 0.08 -0.26 -0.01 0.4183
H 0.2656 -0.7786 -1.7105 0.14 0.07 -0.14 0.4201
```
Forces are in eV/Å.

As for the spin multiplicity: 3. As for the HOMO energy (alpha / beta): -6.873 / -10.997 eV.


This record from the Open Molecules 2025 dataset describes CH4NO6PS as an isolated structure. The level of theory is ωB97M-V/def2-TZVPD.

```
14
Properties=species:S:1:pos:R:3:forces:R:3:nbo_charge:R:1
C -0.3243 -0.4355 1.3634 -2.25 0.74 -1.88 -0.6106
N 0.3084 -0.9174 0.2317 1.85 0.37 -0.72 -0.7302
O 1.7001 -0.7358 -2.7924 0.46 1.42 2.11 -1.1536
O 3.3866 -0.3099 -0.9214 2.71 -1.16 1.97 -1.1447
O -2.1459 1.3896 0.1269 1.77 -1.19 2.26 -0.9910
O 1.7890 1.5426 -1.5106 -0.58 1.03 0.22 -1.1487
O -0.3570 2.3905 1.5479 -2.23 -0.15 2.91 -0.9264
O -2.1444 1.0120 2.6156 1.38 0.56 -1.43 -0.9970
P 2.2045 0.1319 -1.6124 -1.74 -0.66 -5.27 2.3502
S -1.3451 1.0486 1.3648 -2.12 0.07 -0.89 2.1599
H 0.3249 -0.2248 2.1078 1.95 0.51 2.87 0.1525
H 0.1903 2.4078 0.8148 1.93 -0.04 -2.73 0.4882
H 1.1982 -0.3683 -0.3008 -2.95 -1.26 2.13 0.1858
H -0.4037 -1.1290 -0.4168 -0.19 -0.22 -1.54 0.3655
```
Forces are in eV/Å.

As for the spin multiplicity: 1. Its charge is -2. As for the HOMO energy: -0.135 eV.


This record from the Open Molecules 2025 dataset describes CH4NOP as an isolated structure. The level of theory is ωB97M-V/def2-TZVPD.

```
8
Properties=species:S:1:pos:R:3:forces:R:3:nbo_charge:R:1
C -1.1296 0.7286 -0.0433 2.42 -3.11 0.37 0.8835
N -0.3738 -0.1821 0.0967 0.36 -1.20 0.68 -0.8695
O -1.7151 1.6769 -0.1278 -3.17 4.50 -0.50 -0.4717
P -0.2118 -1.8271 -0.2411 0.53 -1.60 0.53 0.5322
H 1.8563 2.4760 -0.3734 -0.63 -1.37 -0.64 0.0052
H 1.5547 1.8076 -0.6793 0.64 1.38 0.64 -0.0064
H 0.9433 -2.0562 0.5792 -0.11 0.23 -0.51 -0.0335
H -0.9240 -2.6238 0.7889 -0.03 1.16 -0.57 -0.0397
```
Forces are in eV/Å.

As for the spin multiplicity: 1. As for the HOMO energy: -9.530 eV.


Number 1: maximum force 2.49 eV/A. Number 2: maximum force 3.60 eV/A. Number 3: maximum force 2.49 eV/A. Number 4: maximum force 2.42 eV/A. Number 5: maximum force 4.21 eV/A. Number 6: maximum force 5.31 eV/A. Number 7: maximum force 5.58 eV/A. Number 8: maximum force 5.53 eV/A.